C48H123N9O15 | ωB97M-V/def2-TZVPD

Last column: Löwdin charge in e.
Positions of all 195 atoms, in Å:
C: 6.330 -0.400 -3.437  -0.072
O: 5.489 0.629 -2.867  -0.225
C: 5.859 1.227 -1.643  -0.234
C: 5.030 2.449 -1.337  -0.465
C: 5.659 3.160 -0.135  -0.065
N: 3.716 2.051 -0.982  0.058
H: 6.014 -1.341 -3.079  0.057
H: 7.380 -0.182 -3.165  0.080
H: 6.278 -0.235 -4.628  0.135
H: 5.711 0.566 -0.790  0.100
H: 6.924 1.500 -1.708  0.128
H: 5.089 3.103 -2.221  0.145
H: 6.043 2.409 0.548  0.066
H: 4.961 3.903 0.399  0.089
H: 6.540 3.806 -0.474  0.097
H: 3.260 1.453 -1.676  0.071
H: 3.667 1.587 -0.060  0.065
C: -3.118 -1.849 3.105  -0.135
O: -1.922 -1.906 2.362  -0.187
C: -1.154 -2.942 2.968  -0.200
C: 0.145 -3.090 2.206  -0.448
C: -0.037 -3.582 0.811  -0.058
N: 1.173 -3.917 2.886  0.041
H: -2.984 -1.867 4.192  0.082
H: -3.866 -2.604 2.859  0.088
H: -3.640 -0.870 2.894  0.096
H: -0.929 -2.672 3.997  0.120
H: -1.771 -3.841 2.895  0.131
H: 0.630 -2.107 2.164  0.121
H: -0.445 -2.721 0.350  0.056
H: -0.870 -4.288 0.730  0.091
H: 0.853 -4.000 0.455  0.060
H: 0.747 -4.818 3.194  0.080
H: 1.307 -3.471 3.839  0.061
C: -0.194 3.998 -1.246  -0.118
O: -0.764 2.807 -0.814  -0.183
C: -1.708 2.300 -1.715  -0.204
C: -2.492 1.184 -1.018  -0.405
C: -3.292 1.769 0.130  -0.037
N: -1.682 -0.007 -0.754  0.075
H: 0.098 3.990 -2.283  0.066
H: 0.711 4.245 -0.767  0.066
H: -0.981 4.781 -1.209  0.106
H: -2.342 3.095 -2.110  0.122
H: -1.171 1.827 -2.600  0.136
H: -3.254 0.875 -1.740  0.109
H: -2.877 2.656 0.533  0.039
H: -3.347 1.015 0.967  0.081
H: -4.306 1.993 -0.187  0.079
H: -2.005 -0.491 0.056  0.045
H: -0.694 0.169 -0.587  0.064
C: -6.204 -6.566 -4.579  -0.092
O: -5.043 -5.811 -4.171  -0.211
C: -4.478 -6.145 -2.923  -0.234
C: -3.103 -5.493 -2.911  -0.238
N: -3.189 -4.083 -3.064  -0.074
C: -1.970 -3.313 -3.301  -0.209
C: -2.348 -1.877 -3.299  -0.196
O: -3.234 -1.690 -4.453  -0.167
C: -3.877 -0.525 -4.487  -0.186
H: -6.446 -6.186 -5.584  0.085
H: -7.061 -6.486 -3.839  0.100
H: -5.930 -7.650 -4.713  0.090
H: -4.317 -7.194 -2.917  0.104
H: -5.009 -5.836 -2.061  0.111
H: -2.501 -5.933 -3.753  0.130
H: -2.657 -5.775 -1.942  0.120
H: -3.796 -3.835 -3.850  0.112
H: -1.562 -3.597 -4.339  0.138
H: -1.254 -3.549 -2.471  0.127
H: -1.476 -1.171 -3.460  0.126
H: -2.795 -1.604 -2.357  0.093
H: -4.391 -0.242 -3.578  0.078
H: -4.680 -0.597 -5.224  0.094
H: -3.315 0.362 -4.771  0.068
C: -4.780 5.639 -0.980  -0.053
O: -4.226 5.018 0.221  -0.212
C: -4.415 5.899 1.305  -0.255
C: -3.497 5.377 2.351  -0.206
N: -2.101 5.394 1.855  -0.032
C: -1.112 4.976 2.892  -0.168
C: 0.242 5.089 2.227  -0.226
O: 1.205 4.609 3.147  -0.208
C: 2.552 4.862 2.791  -0.114
H: -5.814 5.412 -0.963  0.070
H: -4.264 5.205 -1.845  0.087
H: -4.673 6.726 -0.883  0.083
H: -5.466 5.869 1.678  0.133
H: -4.241 6.958 1.038  0.123
H: -3.712 4.351 2.670  0.114
H: -3.548 5.944 3.260  0.109
H: -2.002 4.831 1.087  0.034
H: -1.117 3.913 3.205  0.102
H: -1.270 5.656 3.768  0.135
H: 0.605 6.032 1.907  0.111
H: 0.172 4.460 1.303  0.110
H: 2.892 4.549 1.785  0.079
H: 3.070 4.249 3.542  0.092
H: 2.784 5.915 2.903  0.081
C: 0.656 -2.175 -6.359  -0.170
O: 0.568 -1.530 -5.146  -0.212
C: 1.628 -1.922 -4.195  -0.165
C: 2.376 -0.765 -3.476  -0.168
N: 3.102 -1.291 -2.285  -0.015
C: 2.322 -1.547 -1.072  -0.191
C: 3.266 -2.032 0.029  -0.207
O: 4.339 -1.121 0.143  -0.209
C: 5.086 -1.323 1.264  -0.113
H: 0.112 -3.109 -6.315  0.067
H: 1.686 -2.439 -6.709  0.089
H: 0.227 -1.566 -7.250  0.109
H: 2.340 -2.555 -4.685  0.100
H: 1.116 -2.545 -3.434  0.109
H: 1.600 -0.035 -3.269  0.098
H: 3.061 -0.286 -4.238  0.128
H: 3.915 -0.834 -2.079  0.020
H: 1.553 -2.301 -1.194  0.089
H: 1.755 -0.665 -0.641  0.117
H: 3.507 -3.082 -0.135  0.131
H: 2.664 -1.996 0.955  0.109
H: 4.512 -1.000 2.101  0.066
H: 5.914 -0.709 1.158  0.066
H: 5.343 -2.404 1.483  0.117
C: 1.950 0.732 2.147  -0.071
O: 2.471 -0.050 3.235  -0.206
C: 1.674 0.095 4.410  -0.218
C: 2.452 -0.604 5.502  -0.219
N: 2.824 -1.949 5.158  -0.053
C: 3.619 -2.535 6.185  -0.240
C: 4.068 -3.890 5.778  -0.183
O: 4.976 -3.623 4.661  -0.190
C: 5.425 -4.809 4.172  -0.174
H: 0.934 0.565 1.766  0.092
H: 2.671 0.552 1.341  0.057
H: 2.024 1.776 2.410  0.076
H: 0.698 -0.409 4.228  0.120
H: 1.503 1.164 4.756  0.143
H: 1.859 -0.524 6.447  0.132
H: 3.417 0.005 5.639  0.143
H: 3.334 -1.951 4.322  0.079
H: 2.885 -2.644 7.030  0.121
H: 4.433 -1.920 6.482  0.113
H: 3.261 -4.520 5.368  0.124
H: 4.612 -4.324 6.615  0.125
H: 4.550 -5.384 3.756  0.100
H: 5.885 -5.489 4.892  0.086
H: 6.090 -4.621 3.334  0.084
C: -3.727 3.413 -9.169  -0.090
O: -2.545 2.872 -8.485  -0.218
C: -2.736 2.570 -7.077  -0.216
C: -1.315 2.357 -6.529  -0.240
N: -0.520 3.545 -6.580  -0.062
C: 0.661 3.590 -5.694  -0.181
C: 1.684 2.461 -5.899  -0.218
O: 2.170 2.571 -7.197  -0.198
C: 2.033 1.423 -8.015  -0.091
H: -3.447 3.613 -10.215  0.078
H: -4.115 4.323 -8.641  0.090
H: -4.543 2.630 -9.219  0.090
H: -3.475 1.792 -6.930  0.104
H: -3.111 3.410 -6.498  0.109
H: -0.912 1.529 -7.204  0.121
H: -1.418 1.960 -5.499  0.116
H: -0.137 3.652 -7.549  0.129
H: 0.213 3.605 -4.695  0.093
H: 1.010 4.601 -5.798  0.109
H: 1.265 1.463 -5.789  0.102
H: 2.588 2.655 -5.264  0.134
H: 1.028 1.096 -8.179  0.062
H: 2.586 0.616 -7.543  0.085
H: 2.467 1.656 -8.969  0.085
C: -2.027 1.241 3.948  -0.119
O: -2.296 0.476 5.100  -0.223
C: -2.700 1.287 6.191  -0.218
C: -3.090 0.299 7.301  -0.220
N: -1.938 -0.507 7.653  -0.069
C: -2.152 -1.626 8.562  -0.211
C: -0.921 -2.542 8.649  -0.207
O: -0.653 -3.275 7.432  -0.202
C: 0.281 -4.325 7.550  -0.102
H: -2.886 1.771 3.460  0.096
H: -1.650 0.500 3.245  0.071
H: -1.286 1.988 4.194  0.067
H: -3.415 2.113 5.923  0.134
H: -1.798 1.871 6.519  0.128
H: -3.918 -0.235 6.964  0.083
H: -3.514 0.878 8.218  0.147
H: -1.471 -0.770 6.776  0.107
H: -3.068 -2.172 8.314  0.115
H: -2.303 -1.214 9.588  0.125
H: -1.098 -3.251 9.528  0.131
H: -0.003 -1.972 8.928  0.126
H: 0.100 -5.059 6.777  0.088
H: 0.135 -4.789 8.506  0.076
H: 1.286 -3.981 7.503  0.051

Force components x, y, z for each atom (eV/Å):
C 0.4563 3.1345 -1.8922
O -0.4819 -0.2306 -0.6097
C 1.5622 -0.2110 -0.2343
C 0.8736 0.1552 0.0701
C 0.5827 2.1799 -0.3028
N -2.2170 -0.0774 0.3185
H -0.2532 -1.2946 0.0225
H -0.3361 -0.3335 -0.0249
H -0.1286 -0.8068 2.7445
H 0.1448 -0.4380 0.0039
H 0.0253 -0.0393 0.1010
H -0.5778 -0.0672 0.2022
H -0.0344 0.0433 0.4544
H 0.7922 -1.4203 -0.8319
H -1.0036 -0.9909 0.4575
H 0.3486 0.1820 0.3281
H 0.2616 0.3166 -0.9165
C -1.6412 2.0288 -0.1589
O -0.2975 -0.2390 0.8057
C 0.4347 0.2874 -0.8746
C 1.3052 -0.4358 0.8742
C -2.2265 0.0996 0.8576
N -0.9211 -0.1291 2.5229
H 0.3935 -0.0356 -0.1179
H 0.2809 -0.4979 -0.3156
H 0.6699 -0.8612 0.0760
H -0.1339 -0.1073 0.3663
H 0.2487 -0.4175 0.3451
H -0.2390 0.1306 0.0031
H 0.0846 0.7814 -1.5898
H 0.2659 -0.4048 0.1828
H 1.2354 -0.2733 -0.9634
H 0.2689 0.5201 -0.7202
H 0.3176 -0.3454 -1.3303
C -1.5716 0.8237 -1.2622
O 0.5042 -0.4541 0.5877
C 0.8925 -1.6836 -0.8568
C -0.3508 0.4080 -0.8490
C -0.3963 -1.7528 1.1985
N 0.7136 0.5188 -0.1927
H 0.0548 -0.4825 -0.8613
H 0.7365 0.1912 1.2575
H 0.6087 0.1429 0.3638
H -0.3598 0.0760 0.1340
H -0.4323 0.5791 0.6721
H 0.1080 -0.1087 -0.2849
H 0.5680 0.9027 0.4261
H -0.1239 0.6998 -0.7100
H -0.1584 0.0639 0.0103
H -0.3633 -0.3862 0.6004
H -0.2471 0.3897 -0.0919
C 0.6400 -0.3152 0.4417
O -1.4113 -0.0714 -0.3017
C 1.4222 0.4982 -1.5766
C 0.6077 -0.8572 -0.4738
N -0.7729 1.3674 -0.0771
C 0.4872 -1.6719 -0.4228
C 0.8911 1.6369 -1.6736
O 1.7453 -2.3735 1.2481
C -2.0542 2.1309 -0.6178
H -0.2524 -0.0315 0.6002
H 0.8947 0.0567 -0.9140
H -0.2545 0.8049 0.3200
H 0.0468 -1.3146 0.3722
H -1.1172 0.4663 0.7400
H -0.2329 -0.1004 0.6439
H 0.2281 0.2260 -0.3198
H -0.0491 -0.3928 0.4641
H 0.0738 0.4013 1.4051
H -0.2799 0.3213 -0.8642
H -0.6667 -0.9033 0.2476
H -0.5912 0.1476 0.1570
H -0.1350 -0.1251 0.8116
H -0.0010 -0.0621 -0.1987
H 0.7925 0.1492 -0.1191
C 1.1917 -0.6290 1.2301
O -0.4020 1.2860 -1.4870
C -0.9012 -0.4774 0.5093
C 1.7464 -0.6152 0.1430
N -0.1544 1.5656 3.5442
C -0.4815 1.1484 -0.7131
C 0.4029 -1.2139 0.0728
O -0.0289 -0.5337 -0.5402
C 0.0015 -0.8459 0.6061
H -1.2208 -0.2162 -0.4848
H -0.2299 0.2908 0.1635
H 0.2424 -0.1830 -0.4968
H 0.3479 -0.1137 -0.2317
H 0.4264 -0.4317 0.0708
H -0.6724 -0.1190 -0.2706
H 0.0216 0.6859 0.4686
H 0.0104 -1.7308 -2.3642
H -0.6564 0.3704 0.0850
H 0.4487 -0.6754 -0.5913
H -0.3891 1.4947 -0.3127
H 0.3280 0.1471 0.6399
H -0.6143 -0.1172 0.2250
H 0.4603 0.4737 -0.3454
H 0.1572 0.3616 0.1179
C 0.0728 -0.0382 -2.7129
O 1.7412 1.0867 1.4892
C -1.2877 -0.1720 0.5742
C 0.2451 -0.4883 -0.8961
N -3.6509 -1.4186 -1.3952
C 0.3715 0.8788 0.3488
C -1.6779 0.6804 0.2097
O -1.0318 -0.8003 -2.0936
C -0.4102 -1.9958 1.3989
H -0.3150 -0.4535 -0.1662
H -0.4123 0.3515 0.5738
H 0.4056 -0.6418 1.7574
H 0.4349 -0.3623 -0.4306
H 0.2888 0.2902 -0.2348
H -0.1473 0.5100 0.5267
H -0.3615 -0.4904 1.1515
H 2.3196 1.6872 0.4050
H -0.0257 -0.2717 -0.3785
H 0.5832 -0.2549 -0.6810
H 0.8205 -0.0016 -0.0836
H 0.2692 -0.1592 0.0483
H -0.3773 0.3225 1.1778
H 1.9643 0.8657 0.0949
H 0.0455 0.9606 -0.5671
C 1.4244 -0.0651 -0.1870
O -1.3764 0.8107 -0.3089
C -0.1216 -0.2380 0.2053
C 0.8511 1.4604 0.3979
N -1.4853 0.1064 0.7261
C -2.7139 -0.9378 1.0473
C 1.0216 0.9021 -1.3455
O -0.6851 0.5947 1.9542
C -0.7159 -1.9448 -1.7677
H -0.0163 -0.6207 0.5255
H -0.3591 -0.0162 -0.0413
H -0.1104 0.5889 0.1247
H 0.3055 0.3731 0.2107
H 0.1860 -0.9256 -0.8115
H 0.5005 -0.4080 -0.5581
H -1.1479 -0.4038 0.1369
H 0.7344 0.1384 -1.5730
H 1.0167 0.0753 -0.1372
H 1.0657 0.5779 0.4514
H 0.0952 0.0824 0.5167
H 0.0972 -0.5772 -0.0805
H 0.5995 0.1920 0.1227
H 0.3206 0.2379 0.2929
H 0.2643 -0.0040 0.0357
C 0.1241 -1.0637 0.8804
O -1.5247 0.5355 0.0930
C 0.8951 1.3156 -0.6409
C -0.7016 -2.3670 -0.8880
N 1.2099 0.5647 -1.3746
C -1.9036 -0.6487 0.4732
C 0.6670 1.2563 0.5061
O 0.0435 0.2611 -1.8291
C 0.8776 0.2838 0.7848
H 0.1023 0.1657 0.5751
H 0.3844 -0.6747 -0.5317
H 0.7252 0.7682 0.2683
H 0.2560 -0.7689 -0.0851
H -0.3162 0.6975 -0.3238
H -0.1438 0.5840 1.0483
H 0.2964 0.2253 -0.3799
H -0.7983 -0.0402 1.0735
H 0.4083 -0.4579 0.3183
H 1.0055 0.2051 -0.2715
H -0.1765 -0.0581 0.6808
H -0.9379 -0.5294 0.1642
H -0.9466 -0.0291 0.0804
H 0.1504 -0.4547 -0.1167
H 0.2952 0.1136 -0.4166
C -0.0834 -0.3930 -0.5594
O -1.0923 0.6357 -0.0934
C 1.1733 0.6604 0.7693
C 0.3797 2.5492 1.7715
N 0.5101 0.1919 -0.5262
C 0.5254 0.4812 -0.0299
C 0.4026 -0.8615 0.7254
O -0.9318 0.8189 0.2805
C -0.9825 0.2907 0.4200
H 0.1953 -0.5141 0.7334
H 0.2288 0.3367 -0.3039
H 0.4803 0.2892 -0.1387
H -0.0614 -1.2495 0.1116
H -0.4369 -0.4239 0.0016
H -1.5643 -1.4379 -0.7930
H 1.0003 -0.7610 -1.2762
H -0.2954 -0.2419 0.6353
H 0.0763 -0.3964 -0.0530
H 0.1011 -0.2517 -0.5442
H 0.1493 0.5193 -1.1476
H -0.6235 -0.0285 -0.2213
H -0.0959 -0.0284 -0.3080
H 0.0337 -0.6055 0.6385
H 1.0153 0.4114 -0.1604

relative energy (zero: lowest compared OMol25 entry of this formula, charge and spin): 3.7282 eV
gap between HOMO and LUMO: 8.90 eV
2S+1: 1
HOMO level: -8.15 eV